[1]
A structure of composition C15H15IN2OPdS, computed with ωB97M-V with the def2-TZVPD basis set.

```
36
Properties=species:S:1:pos:R:3:forces:R:3
Pd -0.16979 -0.60405 0.17356 0.264 0.073 -0.361
I 2.57781 -0.96768 0.79056 0.401 0.913 -0.274
C 2.84557 1.12433 0.22535 0.511 -0.552 0.368
C 4.13661 1.59742 0.27984 -0.097 -0.646 0.116
C 4.40668 2.94411 -0.01289 0.047 0.226 -0.018
C 3.37700 3.79310 -0.30615 -0.086 0.207 -0.008
C 2.03434 3.33288 -0.34657 0.592 -0.619 0.190
C 0.98039 4.21668 -0.60980 -0.497 0.619 -0.188
C -0.30138 3.73822 -0.71636 -0.105 -0.272 -0.024
C -0.56584 2.35701 -0.57917 0.073 0.529 -0.142
C 0.41367 1.43300 -0.26512 -0.149 -0.818 0.246
C 1.74236 1.93885 -0.11650 -0.216 0.539 -0.252
H 4.94109 0.91345 0.55304 -0.175 0.223 -0.081
H 5.43379 3.30034 0.01468 -0.083 0.002 -0.012
H 3.55516 4.84964 -0.51522 0.060 -0.161 0.045
H 1.18972 5.28258 -0.73891 0.015 -0.247 0.020
H -1.12927 4.41568 -0.92150 0.095 0.054 -0.006
H -1.59127 2.01896 -0.74062 0.125 0.069 0.091
C -3.07612 -3.34305 0.13058 0.314 -0.114 -0.222
N -2.64787 -2.04238 0.60942 -1.121 -0.706 -0.284
C -3.06658 -0.94183 -0.24518 0.027 0.301 0.283
C -1.42819 -1.91357 1.29184 1.179 1.579 0.153
C -0.69365 -3.17016 1.68923 -0.093 -0.759 -0.316
O -1.26922 -0.84368 2.00181 -0.333 -0.607 0.320
H -4.13462 -3.26211 -0.17200 0.288 -0.122 0.112
H -3.00039 -4.08269 0.94354 -0.104 0.148 -0.324
H -2.48196 -3.71682 -0.74198 -0.476 0.206 0.516
H -4.00350 -0.49550 0.11282 -0.125 -0.054 0.000
H -3.22170 -1.28724 -1.27610 0.225 0.084 0.069
H -2.28764 -0.15398 -0.22564 -0.449 -0.351 -0.150
H -1.30240 -3.72495 2.42287 0.170 -0.031 0.096
H 0.27382 -2.90647 2.13589 -0.419 0.026 -0.114
H -0.52313 -3.85485 0.82886 -0.053 0.483 0.471
S -0.42465 -4.72333 -2.29699 -0.040 -2.161 -0.590
C -0.31222 -3.20019 -1.83408 0.226 6.447 1.272
N -0.27662 -2.02169 -1.54310 0.009 -4.509 -1.002
```
Forces are in eV/Å.

## Properties
**Charge**: -2
**Lowest unoccupied orbital energy**: 4.64 eV
**Frontier orbital gap**: 4.3 eV

Atom charges from the Löwdin analysis, given in e for atoms 1 to 8: number 1, Pd, carries 0.35; number 2, I, carries 0.82; number 3, C, carries -0.56; number 4, C, carries -0.21; number 5, C, carries -0.14; number 6, C, carries -0.08; number 7, C, carries -0.20; number 8, C, carries -0.11


[2]
An isolated molecule of C5H8OS, computed with ωB97M-V with the def2-TZVPD basis set.

```
15
Properties=species:S:1:pos:R:3:forces:R:3
C 0.97378 0.89958 0.00061 0.031 0.001 -0.009
C 1.39629 2.14472 0.15657 -0.083 -0.123 0.015
C -0.47131 -1.01884 0.40005 0.027 0.174 -0.139
C 0.64424 -1.64524 -0.41801 0.287 0.117 -0.144
C -0.47341 0.46709 0.02840 -0.192 0.024 0.608
O -1.00669 0.69568 -1.26057 -0.085 -0.004 -0.419
S 2.03830 -0.47333 -0.27832 -0.052 -0.209 0.007
H 2.43964 2.39650 0.10314 0.254 0.078 -0.021
H 0.70082 2.94613 0.33187 -0.191 0.139 0.045
H -1.43282 -1.48862 0.18429 -0.058 0.033 0.049
H -0.25816 -1.11932 1.46567 -0.018 -0.017 0.007
H 0.96485 -2.61540 -0.04630 -0.024 -0.015 -0.017
H 0.37246 -1.72046 -1.47117 -0.059 -0.097 0.085
H -1.02582 1.06078 0.77377 0.136 -0.088 -0.114
H -1.93530 0.44032 -1.26717 0.025 -0.012 0.048
```
Forces are in eV/Å.

## Properties
**Charge**: 0
**Energy relative to the best compared isomer or geometry (same formula, charge and spin)**: 0.4427 eV
**Lowest unoccupied orbital energy**: 0.78 eV
**Frontier orbital gap**: 8.9 eV
**SMILES**: C=C1SCC[C@@H]1O

Atom charges from the Löwdin analysis, given in e for atoms 1 to 8: number 1, C, carries -0.59; number 2, C, carries -0.01; number 3, C, carries -0.21; number 4, C, carries -0.45; number 5, C, carries -0.42; number 6, O, carries -0.01; number 7, S, carries 0.93; number 8, H, carries 0.05


[3]
The ion C4H10FN2 with charge +1, computed with ωB97M-V with the def2-TZVPD basis set.

```
17
Properties=species:S:1:pos:R:3:forces:R:3
C 0.43843 -0.21758 -0.13594 -1.279 1.241 1.581
C -0.92324 0.26451 2.07796 -0.733 2.176 2.077
C 0.88295 -1.06190 -1.33975 -1.612 3.438 0.625
C -0.77969 -0.61865 0.85254 1.282 -0.733 -0.716
N 0.22718 1.17343 -0.66516 1.544 -0.817 -0.364
N 1.00845 -0.32579 -2.34411 1.822 0.774 -2.633
F -1.93159 -0.57674 0.12769 -0.719 0.416 -0.762
H 1.31551 -0.24028 0.51922 0.039 0.285 0.014
H -0.06924 0.23785 2.80855 -0.706 -0.645 -0.757
H -1.02727 1.41781 1.96705 0.216 -1.909 -0.849
H -1.89899 0.06121 2.66416 1.662 -0.305 -1.049
H 1.07902 -2.04742 -1.24745 0.731 -3.198 0.098
H -0.66522 -1.69819 1.09396 0.270 0.683 0.317
H 0.77370 1.94259 -0.27706 -0.500 -0.421 0.204
H -0.70107 1.41564 -0.95783 -0.638 0.088 0.522
H 0.75241 0.79810 -1.88387 -0.148 -0.775 -0.028
H 1.51866 -0.52459 -3.25997 -1.232 -0.298 1.721
```
Forces are in eV/Å.

## Properties
**Charge**: +1
**Energy relative to the best compared isomer or geometry (same formula, charge and spin)**: 0.5624 eV
**Lowest unoccupied orbital energy**: -4.13 eV
**Frontier orbital gap**: 11.3 eV
**SMILES**: C[C@@H](F)[C@H](N)C=[NH2+]

Atom charges from the Löwdin analysis, given in e for atoms 1 to 8: number 1, C, carries -0.19; number 2, C, carries -0.05; number 3, C, carries -0.01; number 4, C, carries -0.35; number 5, N, carries 0.09; number 6, N, carries 0.15; number 7, F, carries 0.01; number 8, H, carries 0.16


[4]
A structure of composition C40H32N9O4Sc, computed with ωB97M-V with the def2-TZVPD basis set.

```
86
Properties=species:S:1:pos:R:3:forces:R:3
Sc 0.25774 0.61317 -0.20835 0.008 -0.588 -0.113
C -3.96623 0.06062 -2.67357 -0.029 -0.146 -0.123
C -3.31408 0.59484 -1.57048 -0.007 0.182 0.074
N -2.46891 -0.12051 -0.84737 0.066 -0.041 0.112
C -2.29414 -1.38535 -1.21695 0.204 -0.119 0.184
C -2.90035 -1.90317 -2.34795 -0.189 -0.026 -0.285
N -3.74292 -1.18195 -3.08244 0.066 -0.007 0.095
C -1.46061 -2.22297 -0.32160 -0.131 0.093 -0.095
C -1.79732 -3.55603 -0.16526 -0.144 0.006 -0.257
C -1.11715 -4.34004 0.74696 0.037 -0.257 0.102
C -0.12743 -3.71172 1.48398 0.114 -0.095 0.209
C 0.15993 -2.37252 1.28366 0.298 0.019 0.194
N -0.47680 -1.62699 0.37197 -0.204 0.007 -0.213
C 1.20597 -1.69354 2.09582 -0.149 -0.393 -0.186
C 1.90842 -2.32422 3.10897 0.272 -0.060 0.311
N 2.88355 -1.71728 3.78233 -0.152 -0.106 -0.079
C 3.14245 -0.46144 3.45024 0.011 -0.090 0.048
C 2.40716 0.19459 2.47240 0.051 0.165 0.057
N 1.45473 -0.42845 1.79399 -0.192 0.497 -0.237
C -1.45462 -5.77289 0.95311 0.056 0.176 -0.022
C -2.73148 -6.25347 0.69436 -0.162 0.059 0.003
C -3.00398 -7.59481 0.91132 0.142 -0.157 0.075
N -2.09982 -8.46636 1.36092 0.057 0.194 -0.031
C -0.87300 -8.00024 1.60247 -0.229 -0.095 -0.042
C -0.50693 -6.67693 1.41487 0.172 -0.008 -0.025
H -4.66967 0.65398 -3.24621 0.040 -0.012 0.027
H -3.47139 1.62355 -1.26880 0.004 -0.008 -0.023
H -2.68627 -2.91190 -2.69010 -0.050 0.102 0.020
H -2.60212 -3.96806 -0.75978 0.054 0.031 0.070
H 0.41183 -4.26156 2.23995 -0.053 -0.013 -0.040
H 1.69485 -3.34229 3.40702 0.041 0.028 -0.016
H 3.94912 0.04130 3.97006 -0.046 -0.007 -0.014
H 2.58143 1.23719 2.24824 -0.007 -0.043 0.027
H -3.52515 -5.59662 0.35667 0.057 -0.060 0.028
H -3.99778 -7.98689 0.71774 0.072 0.011 0.027
H -0.14566 -8.72057 1.96201 -0.044 0.020 -0.030
H 0.51924 -6.37784 1.59602 -0.079 -0.017 0.008
C -0.00379 6.20943 -1.65231 -0.010 -0.039 0.049
C 0.54080 5.08515 -0.76422 -0.115 0.127 0.079
C -0.35156 4.76637 0.41735 0.076 0.158 -0.095
C -0.44438 5.70527 1.44504 0.019 0.015 0.011
C -1.19348 5.46823 2.58467 0.025 -0.013 -0.072
C -1.86317 4.26080 2.71924 -0.049 0.027 0.004
C -1.79576 3.30197 1.71891 -0.003 -0.124 0.101
C -2.45849 1.96108 1.92128 0.138 0.037 0.173
C -1.53060 0.97829 2.65201 -0.253 0.091 -0.068
C -1.05156 3.56701 0.56339 -0.133 -0.320 -0.179
N -0.96400 2.52940 -0.42521 0.051 0.196 0.259
C -1.08896 2.84575 -1.67116 -0.314 -0.080 -0.097
C -0.78271 1.90685 -2.68823 0.066 -0.088 -0.027
C -1.02228 1.94238 -4.05777 -0.012 0.036 -0.161
C -0.55024 0.72682 -4.56983 -0.018 0.006 -0.048
C -0.03284 0.01937 -3.48475 -0.036 -0.019 -0.089
N -0.17493 0.71218 -2.34005 0.025 0.179 0.189
H 0.71320 6.46715 -2.43403 -0.032 -0.026 0.036
H -0.20463 7.10945 -1.06747 0.011 -0.034 -0.031
H -0.94290 5.92168 -2.13640 0.060 0.043 0.040
H 1.51494 5.36595 -0.37009 0.120 0.066 0.034
H 0.71783 4.20059 -1.36939 0.129 -0.057 0.011
H 0.10804 6.63498 1.34955 -0.031 -0.055 0.001
H -1.24526 6.21396 3.36871 0.007 -0.031 -0.033
H -2.44833 4.05619 3.61178 0.044 0.014 -0.074
H -2.73705 1.53011 0.96774 -0.097 -0.037 -0.139
H -3.37368 2.09756 2.49835 -0.019 -0.036 0.040
H -0.54173 0.94848 2.18584 0.053 0.026 0.035
H -1.94069 -0.03506 2.66375 0.006 0.044 -0.012
H -1.36254 1.29356 3.68321 0.057 0.005 -0.031
H -1.45680 3.83008 -1.95851 -0.002 -0.015 -0.005
H -1.48293 2.75763 -4.60125 0.078 -0.100 0.038
H -0.56149 0.39766 -5.59981 0.002 0.048 0.132
H 0.43650 -0.95633 -3.49599 -0.005 0.080 0.005
O 7.22472 -0.31985 -0.22742 -0.239 -0.149 -0.593
C 6.59985 -0.86715 -1.16118 0.216 -0.384 0.282
O 6.92469 -1.70594 -2.02549 -0.055 0.461 0.342
C 5.09336 -0.51049 -1.16789 0.024 0.155 0.003
C 4.15521 -1.42479 -1.63100 0.155 -0.068 -0.088
C 2.81286 -1.15187 -1.49073 -0.291 0.129 0.114
N 2.36104 -0.01965 -0.94034 -0.246 0.310 0.276
C 3.26947 0.90913 -0.55944 -0.118 -0.399 -0.153
C 4.62449 0.69845 -0.64830 0.090 -0.119 -0.034
C 2.70238 2.15319 0.06778 -0.255 -0.223 -0.122
O 3.35605 3.14939 0.22280 -0.053 0.169 0.176
O 1.43424 1.99785 0.44552 0.879 0.685 -0.161
H 4.49868 -2.34541 -2.08676 0.042 0.055 0.042
H 2.05843 -1.86575 -1.81092 0.008 0.023 0.015
H 5.31737 1.44032 -0.27721 0.050 -0.018 -0.019
```
Forces are in eV/Å.

## Properties
**Charge**: 0
**Energy relative to the best compared isomer or geometry (same formula, charge and spin)**: 0.6549 eV
**Lowest unoccupied orbital energy**: -2.09 eV
**Frontier orbital gap**: 5.4 eV

Atom charges from the Löwdin analysis, given in e for atoms 1 to 8: number 1, Sc, carries 1.08; number 2, C, carries -0.08; number 3, C, carries -0.10; number 4, N, carries 0.12; number 5, C, carries -0.22; number 6, C, carries -0.07; number 7, N, carries 0.12; number 8, C, carries -0.17


[5]
A structure of composition C6H6F6N2O3RuS, computed with ωB97M-V with the def2-TZVPD basis set.

```
25
Properties=species:S:1:pos:R:3:forces:R:3
Ru 0.07330 -0.14300 0.84070 0.578 2.367 -4.339
N -0.69590 -1.50250 -0.98320 -0.055 0.716 1.570
N 0.49160 -2.00940 -1.52680 0.645 -0.156 -0.067
C 1.69990 -1.24930 -1.41570 -1.101 -2.872 -2.375
O 2.60030 -1.53470 -2.16170 -0.066 0.588 0.663
O 1.67580 -0.35470 -0.51710 -0.989 2.398 4.063
H -1.31130 -2.27590 -0.70930 0.212 0.350 -0.112
H -1.19670 -0.85850 -1.61600 0.198 -0.165 0.395
H 0.42910 -2.57900 -2.36930 -0.162 0.283 0.248
C -1.76730 2.52620 1.84240 0.032 -0.022 -0.371
C -1.04360 2.60010 0.48820 0.828 2.020 0.968
O -0.91300 1.39260 -0.09100 0.224 -3.590 -0.144
C -1.80910 3.56630 -0.47920 0.106 -0.467 -0.010
F -1.76370 4.81840 -0.03440 0.095 0.098 0.175
F -1.29710 3.52870 -1.70200 0.102 -0.029 -0.160
F -3.08460 3.19970 -0.56080 -0.325 -0.160 0.052
C 0.40110 3.18710 0.70750 -0.890 0.124 -0.176
F 0.42290 4.22370 1.52390 0.100 0.086 0.161
F 1.01680 3.49870 -0.41090 0.150 -0.044 -0.145
F 1.14260 2.19460 1.30530 0.113 -0.903 0.357
H -2.77440 2.14510 1.66990 0.078 0.014 0.078
H -1.81830 3.50850 2.30910 -0.025 -0.120 0.112
H -1.21890 1.82780 2.49140 -0.096 0.209 0.021
S 1.46100 -1.38650 3.79240 -1.380 0.807 -1.180
C 0.59740 -0.88680 2.63630 1.628 -1.533 0.216
```
Forces are in eV/Å.

## Properties
**Charge**: +1
**Energy relative to the best compared isomer or geometry (same formula, charge and spin)**: 1.1887 eV
**Lowest unoccupied orbital energy (alpha / beta)**: -7.29 / -7.39 eV
**Frontier orbital gap (alpha / beta)**: 6.6 / 6.5 eV
**Multiplicity**: 2
**⟨S²⟩**: 0.78

Atom charges from the Löwdin analysis, given in e for atoms 1 to 8: number 1, Ru, carries 1.33; number 2, N, carries 0.01; number 3, N, carries 0.00; number 4, C, carries -0.70; number 5, O, carries 0.14; number 6, O, carries -0.07; number 7, H, carries 0.13; number 8, H, carries 0.13


[6]
A structure of composition C4H10Br2N, computed with ωB97M-V with the def2-TZVPD basis set.

```
17
Properties=species:S:1:pos:R:3:forces:R:3
C -0.48086 1.43628 -1.11970 1.167 -2.413 0.460
C -0.45408 -1.82218 1.31667 -1.609 0.912 2.015
C 1.18465 -0.04669 -2.41178 -1.445 0.244 1.695
C 0.05603 0.15296 -1.67662 2.453 -0.916 -0.959
N 0.70064 -1.33209 1.62273 2.030 -0.049 -1.107
Br -0.97968 1.72683 2.80473 0.983 -1.987 0.271
Br -0.87465 -1.49449 -1.11149 -0.138 0.676 -0.640
H -0.47213 1.24883 -0.04304 -1.062 0.255 0.041
H -1.42570 1.55744 -1.60853 -0.540 1.209 0.272
H 0.36215 2.09655 -1.17977 -0.232 1.172 -0.885
H -1.31310 -1.27515 1.86289 1.043 -1.037 -1.666
H -0.51709 -2.86320 1.05533 -0.142 -0.148 0.111
H 1.76305 0.79897 -2.77307 -0.253 0.047 0.055
H 1.64211 -1.01783 -2.51511 -0.291 -0.175 -0.414
H -1.58464 2.93250 2.74494 -0.971 1.938 -0.181
H 1.56721 -1.75303 1.25202 -0.720 0.006 0.402
H 0.82608 -0.34570 1.77982 -0.272 0.267 0.530
```
Forces are in eV/Å.

## Properties
**Charge**: +1
**Energy relative to the best compared isomer or geometry (same formula, charge and spin)**: 1.0930 eV
**Lowest unoccupied orbital energy**: -4.46 eV
**Frontier orbital gap**: 9.1 eV

Atom charges from the Löwdin analysis, given in e for atoms 1 to 8: number 1, C, carries -0.10; number 2, C, carries -0.18; number 3, C, carries 0.00; number 4, C, carries -0.65; number 5, N, carries 0.09; number 6, Br, carries 0.46; number 7, Br, carries 0.93; number 8, H, carries 0.01


[7]
The ion C5H15N2 with charge +1, computed with ωB97M-V with the def2-TZVPD basis set.

```
22
Properties=species:S:1:pos:R:3:forces:R:3
C 0.85418 0.73724 -0.98492 -1.999 0.773 0.702
N 0.29457 0.02129 -2.08940 0.746 -0.873 -0.278
C -1.12386 0.02182 -2.34357 -0.869 1.460 0.497
C 0.05606 0.34950 0.30223 1.072 0.525 -0.848
N 0.42775 1.41198 1.34670 0.189 -2.263 1.071
C -0.40939 -1.51446 1.96238 -0.046 1.496 -0.372
C 0.47102 -1.00355 0.78665 -1.071 -1.516 1.138
H 0.82222 1.85735 -1.07615 0.015 -0.493 -0.110
H 1.85942 0.43625 -0.75671 0.759 -0.126 -0.397
H 0.83982 0.08595 -2.93448 0.049 0.041 0.101
H -1.54231 1.06586 -2.37669 0.201 -0.618 -0.310
H -1.37014 -0.49368 -3.27087 0.230 0.094 0.073
H -1.70760 -0.45285 -1.54438 0.284 -0.296 -0.167
H -1.01320 0.37328 0.15107 -0.199 0.311 0.104
H 1.45204 1.42462 1.33391 -0.058 1.360 -0.497
H -0.13087 2.26060 1.33628 0.636 0.450 -0.392
H 0.32009 0.99801 2.28220 -0.686 0.052 -0.082
H -0.25551 -2.56746 2.14227 0.251 -0.047 0.474
H -0.21742 -0.84890 2.82147 0.145 -0.869 0.317
H -1.47219 -1.35575 1.78854 -0.142 -0.186 -0.398
H 0.34821 -1.72268 -0.02724 0.220 0.354 -0.206
H 1.49714 -1.08443 1.15069 0.273 0.371 -0.422
```
Forces are in eV/Å.

## Properties
**Charge**: +1
**Energy relative to the best compared isomer or geometry (same formula, charge and spin)**: 1.3070 eV
**Lowest unoccupied orbital energy**: -3.55 eV
**Frontier orbital gap**: 8.9 eV
**SMILES**: CC[C@@H]([NH3+])CNC

Atom charges from the Löwdin analysis, given in e for atoms 1 to 8: number 1, C, carries -0.19; number 2, N, carries -0.12; number 3, C, carries -0.12; number 4, C, carries -0.30; number 5, N, carries 0.23; number 6, C, carries -0.07; number 7, C, carries -0.21; number 8, H, carries 0.13


Largest force on an atom in eV/Å, matching the order above: 6.58, 0.64, 3.85, 1.13, 4.98, 2.79, 2.51